Record 1
The following is a quantum chemistry calculation of a molecular structure, C19H16Cl48O4P in a non-equilibrium geometry, from OMol25.

Last column: Löwdin charge in e.
Atoms and positions in Å:
C1 1.820 1.207 1.304  -0.071
C2 1.155 0.013 2.248  -0.271
O1 1.874 -0.337 3.348  -0.102
O2 -0.141 -0.641 1.991  -0.103
C3 -0.227 -1.064 0.568  -0.221
C4 -1.441 -2.183 0.318  -0.204
C5 -2.777 -1.893 1.223  -0.324
P1 -3.791 -0.344 0.627  0.479
O3 -3.704 0.243 2.301  -0.422
C6 -5.001 0.902 2.633  -0.231
C7 -5.291 1.789 1.246  -0.271
O4 -5.012 0.852 0.142  -0.447
H1 2.117 2.075 2.067  0.076
H2 1.067 1.677 0.539  0.080
H3 2.821 0.817 0.791  0.021
H4 0.767 -1.605 0.217  0.094
H5 -0.429 -0.066 -0.046  0.092
H6 -0.981 -3.213 0.708  0.105
H7 -1.658 -2.350 -0.825  0.103
H8 -2.484 -1.735 2.351  0.084
H9 -3.544 -2.803 1.201  0.073
H10 -4.983 -1.118 0.999  -0.102
H11 -4.067 -0.920 -0.696  -0.134
H12 -2.631 0.428 0.158  0.027
H13 -5.837 0.077 2.697  0.072
H14 -5.002 1.689 3.528  0.113
H15 -6.377 2.198 1.406  0.112
H16 -4.489 2.662 1.248  0.010
C8 3.323 -0.427 -2.072  -1.947
Cl1 1.571 -0.137 -2.218  0.547
Cl2 4.104 1.005 -1.356  0.548
Cl3 3.606 -1.842 -1.027  0.523
Cl4 4.011 -0.734 -3.687  0.478
C9 4.823 1.409 5.010  -1.990
Cl5 3.163 1.398 5.656  0.542
Cl6 5.722 2.781 5.706  0.465
Cl7 5.638 -0.115 5.441  0.511
Cl8 4.769 1.573 3.236  0.530
C10 -3.277 -0.383 -4.227  -1.939
Cl9 -1.545 -0.122 -3.899  0.497
Cl10 -4.116 -0.781 -2.706  0.585
Cl11 -3.980 1.100 -4.922  0.453
Cl12 -3.467 -1.728 -5.380  0.446
C11 -7.177 -3.704 -6.941  -1.977
Cl13 -7.106 -5.400 -6.401  0.478
Cl14 -5.655 -2.881 -6.516  0.439
Cl15 -7.407 -3.652 -8.707  0.505
Cl16 -8.540 -2.882 -6.140  0.522
C12 6.560 7.015 5.471  -1.993
Cl17 4.808 7.304 5.325  0.525
Cl18 7.341 8.447 6.187  0.491
Cl19 6.843 5.599 6.516  0.465
Cl20 7.248 6.708 3.856  0.518
C13 -3.940 -6.842 -4.055  -1.996
Cl21 -2.208 -6.581 -3.728  0.513
Cl22 -4.779 -7.240 -2.535  0.517
Cl23 -4.643 -5.360 -4.751  0.460
Cl24 -4.130 -8.187 -5.208  0.501
C14 4.760 -5.078 -3.859  -1.980
Cl25 4.604 -5.846 -2.258  0.515
Cl26 3.635 -5.855 -5.002  0.513
Cl27 4.370 -3.345 -3.727  0.436
Cl28 6.431 -5.268 -4.448  0.476
C15 -6.040 4.888 -5.521  -1.992
Cl29 -5.194 3.340 -5.767  0.457
Cl30 -4.845 6.204 -5.394  0.507
Cl31 -7.122 5.200 -6.901  0.500
Cl32 -6.998 4.810 -4.021  0.523
C16 11.060 7.805 8.301  -2.007
Cl33 9.750 6.643 7.971  0.483
Cl34 10.401 9.460 8.298  0.501
Cl35 11.777 7.454 9.895  0.508
Cl36 12.313 7.661 7.042  0.510
C17 10.760 -5.362 -3.604  -2.008
Cl37 10.480 -3.829 -2.742  0.514
Cl38 9.592 -5.514 -4.941  0.483
Cl39 12.417 -5.382 -4.258  0.506
Cl40 10.551 -6.725 -2.475  0.511
C18 -7.240 -3.420 2.073  -1.993
Cl41 -6.650 -2.490 0.673  0.567
Cl42 -8.963 -3.812 1.842  0.482
Cl43 -6.303 -4.928 2.222  0.493
Cl44 -7.045 -2.450 3.555  0.521
C19 -1.963 4.828 2.565  -1.992
Cl45 -1.372 5.758 1.164  0.500
Cl46 -3.685 4.436 2.333  0.577
Cl47 -1.025 3.321 2.714  0.536
Cl48 -1.768 5.798 4.047  0.494

The highest occupied orbital energy comes out at -0.1537 Eh. As for the orbital gap: 5.2 eV. Its largest force on an atom is 0.1692 hartree/bohr. Its energy is -638507.0891 eV. The calculation puts the LUMO energy at 0.988 eV. Its total charge is -1.


Record 2
The following is a quantum chemistry calculation of a molecular structure, C19H16F3HfN7O7S2 in a non-equilibrium geometry, from OMol25.

Last column: natural (NBO) charge in e.
Atoms and positions in Å:
Hf1 -0.028 -0.331 -0.160  2.179
N1 1.158 1.327 3.542  -0.766
C1 1.005 0.288 2.718  0.342
S1 -0.541 -0.476 2.509  -0.222
N2 2.120 -0.177 2.155  -0.438
N3 1.805 -0.993 1.136  -0.283
C2 2.660 -1.853 0.751  0.013
C3 2.192 -2.823 -0.236  0.191
C4 2.990 -3.878 -0.651  -0.238
C5 2.439 -4.855 -1.460  -0.136
C6 1.102 -4.758 -1.813  -0.270
C7 0.386 -3.659 -1.376  0.098
N4 0.914 -2.692 -0.628  -0.491
H1 0.328 1.760 3.906  0.410
H2 1.986 1.890 3.433  0.410
H3 3.629 -1.936 1.230  0.208
H4 4.020 -3.929 -0.322  0.230
H5 3.039 -5.693 -1.795  0.226
H6 0.616 -5.515 -2.414  0.230
H7 -0.657 -3.552 -1.640  0.211
O1 2.388 3.023 0.190  -0.573
C8 1.846 2.013 -0.175  0.793
O2 0.801 1.451 0.380  -0.863
C9 2.377 1.234 -1.356  0.132
C10 3.402 1.735 -2.123  -0.209
C11 3.867 0.971 -3.182  -0.137
C12 3.285 -0.260 -3.429  -0.237
C13 2.258 -0.690 -2.614  0.101
N5 1.816 0.033 -1.583  -0.536
H8 3.805 2.705 -1.868  0.255
H9 4.670 1.335 -3.811  0.224
H10 3.601 -0.882 -4.256  0.227
H11 1.763 -1.633 -2.795  0.219
F1 -4.066 2.574 -0.623  -0.302
C14 -3.152 2.288 -1.537  0.715
F2 -3.512 1.161 -2.160  -0.325
F3 -3.100 3.263 -2.433  -0.306
S2 -1.522 2.103 -0.755  2.353
O3 -1.251 3.399 -0.233  -0.883
O4 -0.651 1.551 -1.801  -0.957
O5 -1.763 0.983 0.207  -0.978
C15 -2.408 -0.762 -5.531  -0.407
N6 -2.218 -1.108 -4.122  -0.418
C16 -3.244 -1.652 -3.415  0.132
C17 -3.162 -1.914 -2.099  -0.397
C18 -1.938 -1.541 -1.479  0.619
O6 -1.725 -1.635 -0.220  -0.730
N7 -0.889 -1.076 -2.177  -0.727
C19 -0.974 -0.821 -3.527  0.803
O7 -0.044 -0.457 -4.214  -0.624
H12 -3.091 -1.479 -5.983  0.202
H13 -1.449 -0.797 -6.034  0.247
H14 -2.817 0.243 -5.624  0.212
H15 -4.142 -1.854 -3.984  0.215
H16 -3.978 -2.326 -1.528  0.251

The highest occupied orbital energy comes out at -0.2918 Eh. The relative energy (zero: lowest compared OMol25 entry of this formula, charge and spin) is 14.52 kcal per mole. As for the orbital gap: 7.2 eV. Its largest force on an atom is 0.0229 hartree/bohr. Its energy is -75862.7634 eV. The calculation puts the LUMO energy at -0.767 eV.


Record 3
The following is a quantum chemistry calculation of C19H16N2O2S in the gas phase in a non-equilibrium geometry, from OMol25.

Last column: natural (NBO) charge in e.
Atoms and positions in Å:
O1 -0.032 2.127 -0.039  -0.637
C1 0.572 1.076 -0.175  0.649
N1 1.712 0.994 -0.908  -0.592
C2 2.372 2.173 -1.432  -0.274
C3 3.731 2.344 -0.840  0.257
C4 4.976 2.129 -1.358  -0.305
C5 5.894 2.422 -0.320  -0.320
C6 5.138 2.786 0.751  0.093
O2 3.832 2.741 0.446  -0.393
C7 0.149 -0.202 0.414  0.035
C8 0.925 -1.328 0.667  -0.259
C9 0.082 -2.249 1.293  -0.268
S1 0.092 -3.848 1.954  0.409
C10 -1.593 -3.695 2.351  -0.372
C11 -2.147 -2.504 2.012  -0.283
C12 -1.187 -1.663 1.403  0.107
N2 -1.128 -0.412 0.885  -0.300
C13 -2.255 0.469 0.738  -0.248
C14 -3.000 0.279 -0.564  -0.041
C15 -3.819 1.303 -1.024  -0.202
C16 -4.533 1.160 -2.199  -0.204
C17 -4.433 -0.010 -2.934  -0.219
C18 -3.617 -1.033 -2.484  -0.220
C19 -2.905 -0.891 -1.305  -0.167
H1 2.200 0.117 -0.977  0.398
H2 1.727 3.016 -1.167  0.259
H3 2.458 2.102 -2.521  0.212
H4 5.210 1.811 -2.353  0.225
H5 6.962 2.368 -0.368  0.229
H6 5.400 3.088 1.745  0.204
H7 1.969 -1.460 0.462  0.222
H8 -2.076 -4.528 2.824  0.234
H9 -3.177 -2.251 2.181  0.233
H10 -1.895 1.499 0.796  0.270
H11 -2.938 0.286 1.576  0.213
H12 -3.890 2.220 -0.456  0.211
H13 -5.165 1.964 -2.545  0.213
H14 -4.989 -0.123 -3.853  0.212
H15 -3.532 -1.948 -3.052  0.212
H16 -2.273 -1.699 -0.968  0.209

The highest occupied orbital energy comes out at -0.2952 Eh. The relative energy (zero: lowest compared OMol25 entry of this formula, charge and spin) is 31.87 kcal per mole. As for the orbital gap: 8.8 eV. Its largest force on an atom is 0.0208 hartree/bohr. Its energy is -37872.9162 eV. The calculation puts the LUMO energy at 0.718 eV.


Record 4
The following is a quantum chemistry calculation of C19H16N2O7S in the gas phase in a non-equilibrium geometry, from OMol25.

Last column: natural (NBO) charge in e.
Atoms and positions in Å:
C1 5.981 5.516 -0.968  -0.859
S1 5.684 4.679 0.600  2.136
O1 6.865 4.002 1.126  -0.935
O2 5.389 5.733 1.545  -0.946
C2 4.364 3.518 0.282  -0.333
C3 3.060 3.951 0.241  -0.164
C4 1.988 3.045 -0.227  -0.193
C5 2.272 1.690 -0.450  -0.018
C6 1.302 0.583 -0.575  -0.044
C7 1.620 -0.771 -1.002  -0.184
C8 0.737 -1.798 -0.991  -0.171
C9 -0.611 -1.584 -0.556  -0.159
C10 -1.649 -2.683 -0.711  0.602
O3 -1.256 -3.806 -1.038  -0.553
C11 -3.213 -2.410 -0.668  -0.503
C12 -4.112 -3.500 0.004  0.090
O4 -3.775 -4.732 -0.659  -0.677
C13 -3.946 -3.644 1.481  0.626
O5 -2.872 -4.102 1.892  -0.566
N1 -4.833 -3.367 2.503  -0.628
C14 -6.124 -3.078 2.216  0.769
O6 -6.906 -3.099 3.112  -0.596
N2 -6.542 -3.073 0.927  -0.638
C15 -5.573 -3.065 -0.135  0.651
O7 -6.138 -2.713 -1.201  -0.535
C16 -0.930 -0.287 -0.192  -0.119
C17 0.010 0.749 -0.186  -0.198
C18 3.711 1.349 -0.558  -0.170
C19 4.723 2.297 -0.239  -0.163
H1 5.051 6.029 -1.176  0.241
H2 6.707 6.296 -0.950  0.264
H3 6.249 4.785 -1.735  0.236
H4 2.905 4.946 0.613  0.244
H5 1.012 3.471 -0.414  0.224
H6 2.679 -1.063 -1.195  0.216
H7 0.924 -2.781 -1.425  0.247
H8 -3.589 -2.330 -1.744  0.287
H9 -3.483 -1.427 -0.232  0.222
H10 -2.868 -4.922 -0.655  0.514
H11 -4.631 -3.658 3.498  0.464
H12 -7.567 -2.963 0.739  0.462
H13 -1.915 0.044 -0.005  0.204
H14 -0.370 1.757 0.198  0.216
H15 3.978 0.362 -0.701  0.209
H16 5.692 2.055 -0.390  0.229

The highest occupied orbital energy comes out at -0.3506 Eh. The relative energy (zero: lowest compared OMol25 entry of this formula, charge and spin) is 51.93 kcal per mole. As for the orbital gap: 8.3 eV. Its largest force on an atom is 0.1391 hartree/bohr. Its energy is -48108.1979 eV. The calculation puts the LUMO energy at -1.208 eV.